# 1
A structure of composition C17H28AuNO2P2Se at a distorted geometry. Source: the Open Molecules 2025 dataset; level of theory: wB97M-V/def2-TZVPD.

Properties
E_tot   -111270.4620 eV
Highest occupied orbital energy (spin up / spin down)   -14.26 / -14.81 eV
Kohn-Sham gap (spin up / spin down)   8.5 / 5.7 eV

Structure (ORCA input):
```
! wB97M-V def2-TZVPD RIJCOSX def2/J DEFGRID3
* xyz 2 3
Au 0.74420 -0.30978 -0.19757
P -1.21685 -1.64360 -0.17804
C -2.17877 -1.19085 -1.66871
C -2.46980 0.28597 -1.57762
N -1.44695 1.01474 -1.10823
C -1.51956 2.34789 -1.09386
C -2.66879 3.05260 -1.49730
C -3.75123 2.30825 -1.96753
C -3.66434 0.91147 -1.98043
C -0.28020 3.08343 -0.62082
P 1.16077 1.93670 -0.70057
H -4.50311 0.28279 -2.28828
H -2.68980 4.14103 -1.45629
H -4.65584 2.81065 -2.31164
H -0.06990 3.95019 -1.26337
H -0.39451 3.44063 0.41492
H -1.42230 -1.37623 -2.49453
H -3.08407 -1.81066 -1.78226
H 1.30551 -1.17479 -3.29115
O 0.30631 -1.30991 -3.23449
H -0.00756 -1.46737 -4.14790
H 2.70068 -0.70155 -1.83160
O 2.76932 -0.57040 -2.82042
H 3.69349 -0.79431 -3.10014
C 1.78103 2.25843 -2.37445
H 1.95863 3.33473 -2.48733
H 2.68910 1.67861 -2.57457
H 1.01070 1.93588 -3.08373
C 2.37685 2.56167 0.48796
H 3.20541 1.84543 0.51884
H 2.72357 3.55571 0.18274
H 1.90802 2.60118 1.47942
C -2.26164 -1.54645 1.29344
H -3.06966 -2.28388 1.18613
H -1.65555 -1.77447 2.18083
H -2.68259 -0.54289 1.40159
C -0.95599 -3.40056 -0.39554
H -0.15843 -3.72721 0.27661
H -1.90013 -3.91412 -0.16870
H -0.65274 -3.57667 -1.43199
Se 2.53133 -1.72351 0.73256
C 1.98944 -1.51833 2.54546
C 2.41337 -0.38747 3.28752
C 2.03697 -0.26182 4.62961
C 1.21676 -1.23186 5.22531
C 0.68582 -2.26787 4.44849
C 1.07014 -2.41790 3.12234
H 3.03565 0.37306 2.80590
H 2.39852 0.58437 5.21712
H 0.98568 -1.16357 6.28419
H -0.01369 -2.97282 4.89703
H 0.67676 -3.23459 2.51104
*
```

# 2
The molecule C2H2ClNO2 at a distorted geometry. Source: the Open Molecules 2025 dataset; level of theory: wB97M-V/def2-TZVPD.

Properties
E_tot   -20211.1519 eV
Highest occupied orbital energy   -10.77 eV
Structure (SMILES)   O=CO/N=C/Cl
Kohn-Sham gap   11.2 eV
Energy relative to the best compared isomer or geometry (same formula, charge and spin)   56.74 kcal/mol

Structure (ORCA input):
```
! wB97M-V def2-TZVPD RIJCOSX def2/J DEFGRID3
* xyz 0 1
O -2.35596 -1.46040 0.31857
C -1.23761 -1.09050 0.11775
O -0.78288 -0.04547 0.81028
N 0.54837 0.25231 0.67673
C 0.97913 1.07032 -0.15007
Cl 2.72945 1.06180 -0.18959
H -0.53924 -1.53462 -0.64195
H 0.65874 1.74655 -0.94171
*
```

# 3
A cluster of 2 separate species, C32H59BrN3O5S in total. Source: the Open Molecules 2025 dataset; level of theory: wB97M-V/def2-TZVPD.

Properties
E_tot   -129719.7791 eV
Highest occupied orbital energy   -11.38 eV
Kohn-Sham gap   9.4 eV

Structure (ORCA input):
```
! wB97M-V def2-TZVPD RIJCOSX def2/J DEFGRID3
* xyz 1 1
C -0.90632 0.53470 4.56856
C 0.36373 -0.11422 4.02578
C 0.15577 -0.74726 2.64664
C 0.36456 0.29682 1.55375
C 0.04566 -0.21994 0.16124
O 0.80524 -1.40156 -0.06030
C 0.34207 -2.25848 -1.07180
Br 2.00890 -2.97492 -1.83912
C -0.49518 -3.39059 -0.51961
C 0.19488 -4.21320 0.56953
C -0.81146 -4.88483 1.50369
C -0.07446 -5.62590 2.61485
C -1.76700 -5.81279 0.73341
C -0.39086 -1.45025 -2.20202
O -1.65970 -0.99653 -1.95414
C -2.81090 -1.86350 -1.78643
C -3.52932 -1.53191 -0.48822
O -0.21454 -2.13356 -3.37164
C -1.14548 -2.11574 -4.46720
C -1.71894 -3.49706 -4.68671
O -0.64601 -4.37562 -4.86835
C -1.03597 -5.74355 -4.96793
C -1.13750 -6.39718 -3.60096
N 0.42551 -0.12296 -2.27627
C 0.14215 0.63586 -3.52321
C 0.40067 0.75738 -0.99288
S -0.95664 1.95199 -0.97983
C 1.84013 1.30223 -0.86468
C 2.04208 2.63597 -0.13923
C 2.02135 3.86428 -1.05642
C 1.67606 5.13499 -0.28486
N 1.46228 6.34134 -1.11190
C 1.81420 7.53351 -0.32857
C 0.11377 6.42589 -1.57874
C -0.20715 5.66752 -2.84860
O -0.70160 7.13010 -1.05063
H -1.43322 1.08816 3.78361
H -1.60278 -0.21470 4.95057
H -0.67992 1.23415 5.37170
H 0.73305 -0.86059 4.73135
H 1.14302 0.64939 3.95483
H 0.85010 -1.57383 2.48589
H -0.86123 -1.15557 2.57375
H 1.39136 0.66377 1.60995
H -0.30361 1.14467 1.73834
H -1.02411 -0.43887 0.12125
H -1.40034 -2.93963 -0.09191
H -0.79706 -4.03190 -1.35271
H 0.82367 -4.98068 0.10933
H 0.85470 -3.56248 1.14820
H -1.40032 -4.08098 1.96380
H 0.53079 -4.94412 3.21574
H 0.58724 -6.38965 2.19768
H -0.77669 -6.13122 3.27942
H -1.35784 -6.09789 -0.24033
H -2.74314 -5.35394 0.56126
H -1.94723 -6.73921 1.28005
H -3.45225 -1.67663 -2.64743
H -2.49236 -2.90260 -1.82758
H -3.19743 -0.56263 -0.11491
H -4.60256 -1.45816 -0.65573
H -3.36298 -2.28103 0.28598
H -1.93186 -1.37636 -4.32021
H -0.56678 -1.83478 -5.34793
H -2.34691 -3.80508 -3.84123
H -2.36322 -3.45775 -5.57736
H -0.27231 -6.22615 -5.57633
H -1.98241 -5.82424 -5.51538
H -1.61228 -7.37604 -3.68165
H -0.15132 -6.52743 -3.15593
H -1.74266 -5.79061 -2.92161
H 1.39035 -0.47076 -2.35417
H 0.50898 0.06649 -4.37077
H -0.92828 0.79949 -3.58967
H 0.67278 1.58393 -3.47079
H -0.42068 2.85147 -1.81023
H 2.39846 0.50783 -0.36021
H 2.28609 1.39359 -1.86233
H 1.31700 2.74482 0.66871
H 3.02111 2.59245 0.34348
H 3.01279 3.98734 -1.50074
H 1.33761 3.72831 -1.89223
H 0.81200 4.95881 0.37438
H 2.51530 5.37096 0.37156
H 2.90166 7.58870 -0.27691
H 1.39952 7.51281 0.68426
H 1.43618 8.42150 -0.82862
H -1.11818 5.08112 -2.71249
H -0.42713 6.40940 -3.61862
H 0.61916 5.05372 -3.19378
N 1.57769 2.81680 5.43695
C 1.17726 3.88553 4.75147
C 1.42064 5.19081 5.14940
C 2.11908 5.39990 6.32844
C 2.54070 4.29766 7.05366
C 2.24665 3.03188 6.56792
H 0.62383 3.68675 3.83806
H 1.06533 6.01942 4.55191
H 2.32740 6.40305 6.67669
H 3.08580 4.41103 7.98057
H 2.56180 2.14878 7.11241
*
```

# 4
A structure of composition C19H15MoNS7Sb at a distorted geometry. Source: the Open Molecules 2025 dataset; level of theory: wB97M-V/def2-TZVPD.

Properties
E_tot   -105678.8144 eV
Highest occupied orbital energy (spin up / spin down)   -7.21 / -7.61 eV
Kohn-Sham gap (spin up / spin down)   6.8 / 6.8 eV
Energy relative to the best compared isomer or geometry (same formula, charge and spin)   0.00 kcal/mol

Structure (ORCA input):
```
! wB97M-V def2-TZVPD RIJCOSX def2/J DEFGRID3
* xyz 0 4
Mo 0.07723 -0.21181 -0.64585
S -0.57730 -1.14240 -2.80476
C -2.35038 -1.19901 -2.71912
C -3.09268 -2.24606 -3.29140
C -4.50176 -2.22457 -3.13002
C -5.16990 -1.24656 -2.38518
C -4.40108 -0.26514 -1.78807
C -3.02323 -0.28368 -1.95315
S -2.00685 1.02181 -1.27789
C -2.67830 1.30052 0.43770
C -1.53079 1.55988 1.38052
C -1.77753 2.33675 2.49693
C -0.79534 2.52224 3.45889
C 0.42822 1.93029 3.18124
C 0.64705 1.26313 1.99063
C 2.03739 0.80477 1.67398
S 2.02064 -0.75332 0.82555
C 3.50535 -0.42256 -0.19056
C 4.73784 -0.96749 0.10521
C 5.87362 -0.63671 -0.61000
C 5.75010 0.32067 -1.64654
C 4.47381 0.87612 -1.90989
C 3.30559 0.40112 -1.26214
S 1.83495 1.16546 -1.75637
N -0.36703 1.00457 1.12213
H -2.60258 -3.06828 -3.92108
H -5.12951 -3.03086 -3.53499
H -6.20611 -1.19224 -2.30298
H -4.86025 0.45192 -1.14087
H -3.12549 0.40940 0.79447
H -3.34918 2.17994 0.51623
H -2.73179 2.64279 2.77384
H -0.93763 3.02473 4.37213
H 1.33192 1.98282 3.79609
H 2.59338 0.66684 2.62651
H 2.52187 1.58314 1.07304
H 4.79890 -1.72610 0.89842
H 6.78702 -1.19753 -0.53345
H 6.57601 0.45081 -2.37250
H 4.21307 1.47282 -2.75548
S 0.11514 -3.55617 3.79018
Sb -1.60769 -2.32079 2.58399
S -1.10757 -2.23557 0.26714
S 0.30088 -1.44569 3.76744
*
```